No. 1
{
  "formula": "C30H52BCl2N8O2Rb",
  "method": "the ωB97M-V functional and the def2-TZVPD basis",
  "de_lowest_kj_mol": 111.2,
  "elements": ["Rb", "C", "C", "C", "C", "N", "N", "B", "N", "N", "C", "C", "C", "C", "C", "C", "C", "C", "N", "N", "C", "C", "C", "C", "C", "C", "C", "C", "C", "C", "C", "C", "H", "H", "H", "H", "H", "H", "H", "H", "H", "H", "H", "H", "H", "H", "H", "H", "H", "H", "H", "H", "H", "H", "H", "H", "H", "H", "H", "H", "H", "H", "H", "H", "H", "H", "H", "H", "H", "H", "H", "H", "N", "C", "C", "N", "C", "C", "H", "H", "H", "H", "H", "H", "H", "H", "H", "H", "H", "Cl", "C", "Cl", "C", "O", "O", "H"],
  "positions_angstrom": [[1.541, -0.598, 0.038], [-4.275, 1.952, 1.585], [-2.947, 2.097, 0.915], [-2.503, 3.188, 0.201], [-1.186, 2.863, -0.171], [-0.881, 1.636, 0.235], [-1.960, 1.168, 0.901], [-1.978, -0.126, 1.764], [-0.861, -0.114, 2.830], [0.458, 0.031, 2.569], [1.085, 0.079, 3.734], [0.156, -0.047, 4.786], [-1.069, -0.165, 4.169], [-2.398, -0.324, 4.832], [2.581, 0.243, 3.867], [3.254, 0.422, 2.507], [3.162, -1.000, 4.554], [2.871, 1.483, 4.723], [-2.037, -1.433, 0.926], [-1.026, -1.943, 0.183], [-1.444, -3.111, -0.293], [-2.759, -3.364, 0.138], [-3.097, -2.278, 0.915], [-4.393, -2.070, 1.630], [-0.606, -4.040, -1.142], [0.813, -3.527, -1.354], [-1.282, -4.211, -2.510], [-0.533, -5.407, -0.447], [-0.215, 3.749, -0.916], [-0.208, 5.149, -0.293], [-0.664, 3.880, -2.382], [1.191, 3.158, -0.831], [-4.873, 2.838, 1.382], [-4.172, 1.847, 2.665], [-4.819, 1.081, 1.218], [-3.048, 4.101, 0.021], [-3.007, -0.097, 2.363], [0.342, -0.048, 5.848], [-2.256, -0.351, 5.911], [-2.889, -1.250, 4.528], [-3.068, 0.503, 4.592], [3.147, -0.464, 1.883], [4.324, 0.590, 2.640], [2.842, 1.281, 1.973], [2.968, -1.891, 3.954], [2.714, -1.149, 5.537], [4.242, -0.897, 4.680], [2.466, 2.377, 4.245], [3.949, 1.617, 4.847], [2.421, 1.394, 5.713], [-3.378, -4.223, -0.064], [-5.047, -2.916, 1.426], [-4.894, -1.159, 1.303], [-4.251, -1.997, 2.708], [0.823, -2.601, -1.929], [1.389, -4.253, -1.932], [1.354, -3.362, -0.423], [-1.350, -3.250, -3.029], [-2.293, -4.604, -2.401], [-0.708, -4.900, -3.135], [-0.056, -5.309, 0.529], [0.049, -6.108, -1.049], [-1.529, -5.826, -0.297], [-1.194, 5.614, -0.347], [0.504, 5.792, -0.816], [0.081, 5.096, 0.757], [-1.643, 4.357, -2.443], [-0.754, 2.889, -2.836], [0.052, 4.474, -2.958], [1.538, 3.175, 0.204], [1.896, 3.731, -1.439], [1.184, 2.118, -1.146], [-0.268, 0.922, -5.154], [1.238, 0.950, -5.143], [1.686, 1.106, -3.694], [1.128, 0.088, -2.837], [-0.304, -0.077, -2.913], [-0.808, -0.227, -4.345], [-0.617, 0.876, -6.110], [-0.605, 1.795, -4.737], [1.571, 1.776, -5.770], [1.586, 0.007, -5.564], [1.401, 2.102, -3.338], [2.773, 1.041, -3.656], [1.677, -0.771, -2.938], [-0.800, 0.774, -2.429], [-0.609, -0.953, -2.339], [-1.896, -0.204, -4.402], [-0.436, -1.142, -4.806], [4.087, 1.213, -0.887], [4.951, -0.140, -1.670], [5.615, 0.388, -3.220], [3.920, -1.319, -1.787], [3.713, -1.874, -0.697], [3.382, -1.490, -2.895], [5.775, -0.397, -1.017]]
}



No. 2
{
  "formula": "C4H6O",
  "method": "the ωB97M-V functional and the def2-TZVPD basis",
  "smiles": "C=CC(C)=O",
  "de_lowest_kj_mol": 0.0,
  "elements": ["C", "C", "C", "C", "O", "H", "H", "H", "H", "H", "H"],
  "positions_angstrom": [[-0.848, 1.697, -0.663], [0.190, 0.857, -0.597], [0.079, -0.401, 0.207], [1.292, -1.302, 0.262], [-0.945, -0.697, 0.790], [-1.767, 1.452, -0.139], [-0.814, 2.616, -1.235], [1.125, 1.064, -1.104], [0.983, -2.312, -0.034], [1.638, -1.384, 1.300], [2.118, -0.967, -0.367]]
}



No. 3
{
  "formula": "C3H7N4OS",
  "method": "the ωB97M-V functional and the def2-TZVPD basis",
  "de_lowest_kj_mol": 249.0,
  "total_charge": 1,
  "elements": ["C", "C", "C", "N", "N", "N", "N", "O", "S", "H", "H", "H", "H", "H", "H", "H"],
  "positions_angstrom": [[2.097, -1.038, 1.154], [0.391, 1.851, -0.939], [-1.110, -0.134, -0.580], [2.989, -1.546, 1.755], [-1.428, -1.269, -1.226], [-1.604, 0.169, 0.578], [-0.421, 0.843, -1.238], [1.288, -0.307, 0.749], [0.224, 2.724, 0.510], [1.041, 3.689, 0.148], [3.341, -2.427, 1.899], [-2.128, -1.828, -0.725], [-1.128, -1.647, -2.081], [-2.115, -0.412, 1.224], [-1.083, 0.876, 0.934], [-0.354, 0.458, -2.159]]
}



No. 4
{
  "formula": "ArH26O13",
  "method": "the ωB97M-V functional and the def2-TZVPD basis",
  "de_lowest_kj_mol": 53.1,
  "elements": ["Ar", "O", "H", "H", "O", "H", "H", "O", "H", "H", "O", "H", "H", "O", "H", "H", "O", "H", "H", "O", "H", "H", "O", "H", "H", "O", "H", "H", "O", "H", "H", "O", "H", "H", "O", "H", "H", "O", "H", "H"],
  "positions_angstrom": [[0.249, 0.064, -0.016], [-0.803, 1.744, -3.076], [-1.220, 1.736, -3.937], [-0.667, 0.820, -2.866], [1.992, -2.483, -2.305], [1.615, -2.717, -1.456], [2.139, -3.322, -2.741], [-0.976, -0.109, 3.806], [-0.081, -0.103, 3.467], [-1.331, 0.745, 3.561], [3.975, 0.224, 1.098], [3.296, 0.899, 1.112], [4.323, 0.254, 0.206], [0.703, -3.454, -0.005], [0.908, -4.351, -0.267], [1.218, -3.312, 0.790], [2.437, 2.593, 1.892], [2.867, 2.608, 2.746], [2.457, 3.503, 1.596], [-2.721, -1.055, -1.696], [-2.185, -1.292, -2.453], [-2.379, -1.591, -0.982], [-2.975, 1.078, 0.203], [-3.770, 0.747, 0.621], [-2.917, 0.593, -0.620], [-0.257, -1.023, -2.902], [-0.515, -1.280, -3.788], [0.674, -1.241, -2.851], [-0.982, 3.191, 1.092], [-1.556, 2.425, 1.111], [-0.107, 2.832, 0.945], [1.953, -0.509, 3.250], [2.166, -0.121, 4.098], [2.729, -0.351, 2.712], [-2.091, -2.890, 0.480], [-1.945, -2.388, 1.281], [-1.213, -3.057, 0.138], [-1.716, 3.910, -1.502], [-1.578, 3.520, -0.639], [-1.714, 3.166, -2.104]]
}



No. 5
{
  "formula": "C10H28O6SSi3",
  "method": "the ωB97M-V functional and the def2-TZVPD basis",
  "de_lowest_kj_mol": 192.7,
  "elements": ["O", "O", "O", "O", "O", "O", "C", "C", "C", "C", "C", "C", "C", "C", "C", "C", "Si", "Si", "Si", "S", "H", "H", "H", "H", "H", "H", "H", "H", "H", "H", "H", "H", "H", "H", "H", "H", "H", "H", "H", "H", "H", "H", "H", "H", "H", "H", "H", "H"],
  "positions_angstrom": [[0.829, 1.228, 3.889], [2.704, 1.995, 2.464], [0.329, -0.652, -0.389], [-2.350, 0.117, -1.500], [1.189, 3.671, 3.547], [0.286, 2.221, 1.705], [0.621, 3.270, 0.880], [-0.274, 3.236, -0.359], [-1.915, 0.384, 1.231], [-0.269, 1.882, -1.030], [0.736, -1.311, 2.436], [3.073, -0.213, 0.623], [1.848, -3.034, 0.236], [-3.419, -1.607, -3.096], [-0.409, -0.929, -3.507], [-1.333, -2.769, -1.285], [-1.092, 0.261, -0.436], [1.479, -1.268, 0.693], [-1.759, -1.212, -2.247], [1.316, 2.225, 2.892], [1.203, 3.564, 4.538], [1.681, 3.117, 0.606], [0.625, 4.230, 1.414], [-1.294, 3.486, -0.099], [0.065, 3.997, -1.067], [-2.757, 1.069, 1.085], [-1.271, 0.792, 1.989], [-2.344, -0.510, 1.604], [-0.722, 1.957, -2.015], [0.756, 1.534, -1.132], [-0.180, -1.886, 2.475], [0.536, -0.277, 2.645], [1.454, -1.648, 3.186], [3.849, -0.528, 1.312], [2.826, 0.792, 0.854], [3.540, -0.221, -0.348], [1.052, -3.663, 0.705], [1.853, -3.088, -0.832], [2.783, -3.381, 0.586], [-3.340, -1.287, -4.118], [-3.650, -2.655, -3.081], [-4.203, -1.033, -2.633], [0.448, -0.493, -2.967], [-0.061, -1.850, -3.977], [-0.610, -0.232, -4.328], [-0.953, -3.582, -1.880], [-0.626, -2.596, -0.514], [-2.250, -3.104, -0.756]]
}



HOMO-LUMO gap? In order: 7.0; 10.1; 8.5; 9.1; 9.8 eV.
HOMO level? In order: -7.9; -9.8; -12.5; -9.4; -9.6 eV.
Maximum force? In order: 0.9; 0.7; 3.7; 0.9; 6.7 eV/A.